Entry 1:
Here is 5 unconnected molecules or ions with the total composition C38H80BrO10PS from the Open Molecules 2025 dataset. Energies are from ωB97M-V with the def2-TZVPD basis set.

Results
Max |F|   0.814 eV/A
M   839.99 Da
SMILES string   COCCCCCCCCCC[PH](S)(Br)CCCCCCCCCCOC.CCOC(C)=O.CCOC(C)=O.CCOC(C)=O.CCOC(C)=O
Net charge   0
LUMO level   0.39 eV
HOMO energy   -9.0 eV

Atoms and positions in Å:
C1 7.9950 -4.8989 2.1709
O1 9.2088 -4.2681 2.5051
C2 9.9805 -3.8692 1.3826
C3 10.2235 -2.3662 1.4269
C4 8.9320 -1.5640 1.2586
C5 8.3222 -1.6807 -0.1482
C6 7.5554 -0.4342 -0.5954
C7 7.3978 -0.3763 -2.1225
C8 6.7891 0.9400 -2.6239
C9 5.3492 0.7676 -3.1158
C10 4.4074 0.1599 -2.0842
C11 3.8368 1.1984 -1.0930
P1 2.0284 0.9751 -0.9117
S1 2.4051 -1.0905 0.0011
Br1 1.5907 3.0266 -2.0418
C12 0.9676 1.4700 0.5048
C13 -0.3264 0.6178 0.5812
C14 -1.5513 1.4823 0.9205
C15 -2.4276 0.8226 1.9861
C16 -2.9640 -0.5822 1.6524
C17 -3.3045 -0.8511 0.1723
C18 -4.5545 -1.7229 -0.0086
C19 -4.4111 -2.7788 -1.1029
C20 -5.6619 -3.6706 -1.2231
C21 -5.3563 -5.1225 -1.5769
O2 -5.4524 -5.9133 -0.3957
C22 -4.8051 -7.1651 -0.5290
H1 8.1556 -5.7207 1.4678
H2 7.5675 -5.3098 3.0801
H3 7.2951 -4.1859 1.7257
H4 10.9324 -4.3997 1.4166
H5 9.4515 -4.1179 0.4598
H6 10.6348 -2.1436 2.4129
H7 10.9413 -2.0940 0.6536
H8 8.2227 -1.8891 2.0179
H9 9.1638 -0.5126 1.4381
H10 7.6232 -2.5201 -0.1529
H11 9.1066 -1.9047 -0.8738
H12 8.0742 0.4617 -0.2522
H13 6.5537 -0.4705 -0.1620
H14 6.7687 -1.2069 -2.4366
H15 8.3881 -0.5321 -2.5537
H16 7.3770 1.2895 -3.4740
H17 6.8646 1.7123 -1.8551
H18 5.3890 0.0827 -3.9650
H19 4.9641 1.7130 -3.4988
H20 4.8895 -0.6348 -1.5230
H21 3.5887 -0.3345 -2.6148
H22 4.0748 2.2156 -1.3826
H23 4.2413 1.0393 -0.0933
H24 1.3889 0.3137 -1.9488
H25 1.9994 -0.9238 1.2598
H26 0.7122 2.5151 0.3813
H27 1.5553 1.3827 1.4182
H28 -0.4889 0.1537 -0.3910
H29 -0.1895 -0.1577 1.3274
H30 -1.2578 2.4576 1.2996
H31 -2.1323 1.6895 0.0251
H32 -3.2416 1.4877 2.2744
H33 -1.8016 0.7275 2.8795
H34 -3.8661 -0.7364 2.2448
H35 -2.2450 -1.3303 1.9838
H36 -3.4156 0.0824 -0.3728
H37 -2.4667 -1.3938 -0.2693
H38 -5.4227 -1.0968 -0.2263
H39 -4.7858 -2.2521 0.9185
H40 -3.5683 -3.4210 -0.8394
H41 -4.2221 -2.2919 -2.0586
H42 -6.2278 -3.6399 -0.2939
H43 -6.3050 -3.2711 -2.0081
H44 -4.3567 -5.2155 -2.0045
H45 -6.0992 -5.4793 -2.2968
H46 -4.6389 -7.4253 -1.5744
H47 -5.4157 -7.9406 -0.0699
H48 -3.8380 -7.1473 -0.0225
C23 -0.3474 8.2962 0.1834
C24 -1.7801 7.9956 0.5698
O3 -2.1873 6.6919 0.1395
C25 -1.9613 5.5813 0.8604
C26 -1.0420 5.6441 2.0602
O4 -2.4493 4.5472 0.4959
H49 0.3547 7.6174 0.6689
H50 -0.0880 9.3173 0.4637
H51 -0.2221 8.1864 -0.8930
H52 -1.9525 8.1175 1.6417
H53 -2.4469 8.6870 0.0586
H54 -0.0322 5.3996 1.7313
H55 -1.3678 4.8920 2.7747
H56 -1.0248 6.6068 2.5642
C27 -3.7632 12.2109 3.5475
C28 -4.3799 12.7642 2.2801
O5 -3.7848 12.2076 1.1046
C29 -4.1907 11.0458 0.5585
C30 -5.1303 10.1464 1.3301
O6 -3.7450 10.7212 -0.5064
H57 -3.9356 11.1388 3.6444
H58 -4.1883 12.7049 4.4213
H59 -2.6860 12.3758 3.5431
H60 -5.4628 12.6374 2.2591
H61 -4.1850 13.8323 2.2049
H62 -4.5366 9.4368 1.9057
H63 -5.7303 9.5939 0.6122
H64 -5.8051 10.6706 2.0020
C31 4.0430 -5.0497 -0.7570
C32 3.5317 -3.9283 -1.6361
O7 4.6027 -3.1931 -2.2398
C33 5.1936 -3.5522 -3.3947
C34 4.9030 -4.9036 -4.0022
O8 5.9859 -2.7899 -3.8768
H65 4.5911 -5.7977 -1.3311
H66 3.2108 -5.5453 -0.2568
H67 4.7183 -4.6519 0.0008
H68 2.8347 -4.2834 -2.3965
H69 3.0004 -3.1911 -1.0368
H70 5.6456 -5.6118 -3.6368
H71 5.0071 -4.8173 -5.0804
H72 3.9100 -5.2878 -3.7844
C35 -8.4300 -6.3636 1.2001
C36 -9.3128 -7.2991 0.4042
O9 -10.6861 -7.2263 0.8005
C37 -11.5411 -6.3107 0.3032
C38 -11.0035 -5.1614 -0.5197
O10 -12.7050 -6.4056 0.5723
H73 -8.6995 -5.3197 1.0356
H74 -7.3869 -6.4909 0.9127
H75 -8.5331 -6.5646 2.2668
H76 -9.2164 -7.1370 -0.6706
H77 -9.0290 -8.3333 0.5930
H78 -10.8090 -4.3223 0.1470
H79 -11.7720 -4.8693 -1.2302
H80 -10.0962 -5.3897 -1.0730

***

Entry 2:
Here is 14 unconnected molecules or ions with the total composition C38H80O14 at a distorted geometry from the Open Molecules 2025 dataset. Energies are from ωB97M-V with the def2-TZVPD basis set.

Results
Max |F|   3.158 eV/A
M   761.04 Da
Net charge   +1
LUMO level (spin up / spin down)   -4.88 / -8.66 eV
HOMO energy (spin up / spin down)   -10.2 / -10.2 eV
Multiplicity   2

Atoms and positions in Å:
C1 -0.8688 0.0590 -3.6037
C2 -0.3708 1.4273 -3.9934
O1 -0.8757 2.4160 -3.4971
C3 0.7544 1.5202 -4.9789
H1 -0.0959 -0.6811 -3.3967
H2 -1.5276 -0.1896 -4.4357
H3 -1.5599 0.1052 -2.7621
H4 1.7196 1.3268 -4.5107
H5 0.8411 2.5621 -5.2873
H6 0.7499 0.7755 -5.7748
C4 -0.5656 2.8536 2.4439
C5 -0.9075 2.8449 3.8886
O2 0.0080 2.7274 4.7136
C6 -2.3406 2.9189 4.3312
H7 -0.6711 3.8806 2.0944
H8 -1.2528 2.2440 1.8571
H9 0.4776 2.5722 2.3003
H10 -2.4743 3.5193 5.2311
H11 -2.7443 1.9086 4.3982
H12 -3.0139 3.4319 3.6445
C7 -0.2880 -4.2992 -2.4920
C8 -1.3362 -5.3548 -2.7075
O3 -2.4966 -5.1499 -2.8886
C9 -0.8478 -6.7646 -2.5770
H13 -0.6686 -3.3730 -2.9226
H14 0.6475 -4.5227 -3.0048
H15 -0.1006 -4.1693 -1.4261
H16 -1.7292 -7.3867 -2.7321
H17 -0.5369 -6.9913 -1.5572
H18 -0.0855 -7.0179 -3.3138
C10 -1.6925 -1.1632 4.7225
C11 -0.2804 -1.7221 4.8242
O4 0.5227 -1.3591 5.7097
C12 0.0747 -2.7237 3.7762
H19 -2.0055 -1.1148 3.6795
H20 -1.7384 -0.1730 5.1759
H21 -2.3880 -1.8603 5.1898
H22 0.9631 -3.2367 4.1445
H23 0.4040 -2.1190 2.9312
H24 -0.8500 -3.2402 3.5187
C13 3.0363 -1.2537 -5.5414
C14 2.8024 -1.5208 -4.0676
O5 2.7678 -0.5926 -3.2875
C15 2.6170 -2.9534 -3.5930
H25 3.6991 -1.9723 -6.0235
H26 3.4037 -0.2522 -5.7652
H27 2.0528 -1.3747 -5.9954
H28 2.0626 -3.4107 -4.4125
H29 2.0440 -2.9289 -2.6662
H30 3.5529 -3.4782 -3.4010
C16 -6.4103 -1.6054 -1.5552
C17 -5.2525 -2.4898 -1.0174
O6 -5.5603 -3.5076 -0.4084
C18 -3.8420 -2.0989 -1.4367
H31 -7.2834 -2.2213 -1.7704
H32 -6.1540 -1.0859 -2.4786
H33 -6.7615 -0.8850 -0.8164
H34 -3.4282 -1.2839 -0.8427
H35 -3.8429 -1.8546 -2.4989
H36 -3.2419 -3.0008 -1.3163
C19 3.7132 -4.1835 2.9815
C20 3.4309 -3.4913 1.6246
O7 3.8160 -2.3500 1.3901
C21 2.6624 -4.2710 0.5859
H37 2.8007 -4.4651 3.5070
H38 4.3066 -3.5883 3.6756
H39 4.2888 -5.1003 2.8537
H40 2.0711 -3.8014 -0.2001
H41 1.9643 -4.8744 1.1661
H42 3.3212 -4.9640 0.0625
C22 -2.1267 4.7504 -0.2319
C23 -3.2469 4.6513 0.7987
O8 -3.9524 3.6488 0.9118
C24 -3.5203 5.8651 1.6057
H43 -1.7862 5.7689 -0.4182
H44 -2.5060 4.2672 -1.1324
H45 -1.2451 4.2664 0.1883
H46 -3.8798 5.5158 2.5737
H47 -4.1631 6.4756 0.9716
H48 -2.6277 6.4527 1.8204
C25 3.6813 -0.2740 5.1720
C26 3.4009 0.8160 4.1753
O9 4.0267 1.8325 4.1629
C27 2.2622 0.5698 3.2110
H49 3.7729 -1.2070 4.6160
H50 2.8460 -0.5056 5.8329
H51 4.5793 -0.1609 5.7794
H52 2.4342 -0.3837 2.7116
H53 2.2324 1.3749 2.4768
H54 1.3266 0.6225 3.7678
C28 -1.2770 0.4268 0.1541
C29 -0.3671 -0.8046 0.1536
O10 -0.7682 -1.9363 0.3234
C30 1.1144 -0.6069 0.0404
H55 -0.7968 1.3980 0.0346
H56 -1.8556 0.3811 1.0767
H57 -2.0084 0.3786 -0.6526
H58 1.5093 0.3985 0.1867
H59 1.4300 -0.8638 -0.9708
H60 1.6211 -1.3281 0.6817
C31 4.6318 0.4050 0.0662
C32 5.7717 1.1641 -0.5521
O11 5.6690 2.3838 -0.6199
C33 6.9747 0.3599 -1.0292
H61 5.0161 -0.0291 0.9892
H62 4.2201 -0.3506 -0.6029
H63 3.7882 1.0669 0.2617
H64 7.0235 -0.4831 -0.3400
H65 7.8665 0.9859 -1.0000
H66 6.7818 -0.0577 -2.0173
C34 2.2383 2.8984 -2.1689
C35 1.6616 3.7166 -1.0060
O12 0.9641 3.2040 -0.1508
C36 1.7739 5.2201 -1.0872
H67 1.8541 1.8792 -2.1279
H68 3.3228 2.7922 -2.1957
H69 1.8571 3.3096 -3.1036
H70 1.0750 5.7390 -0.4311
H71 1.5932 5.5855 -2.0981
H72 2.7605 5.6348 -0.8802
C37 -4.2419 1.8622 -2.3782
O13 -5.3367 2.0912 -3.2377
H73 -4.4816 2.3396 -1.4280
H74 -4.1620 0.7812 -2.2634
H75 -3.4042 2.2776 -2.9384
H76 -5.1465 1.6661 -4.0771
C38 -5.1142 1.2867 3.1475
O14 -4.2162 1.0320 2.0913
H77 -6.1378 1.0861 2.8313
H78 -4.9207 0.6485 4.0097
H79 -5.0044 2.3428 3.3937
H80 -4.2742 1.7501 1.4567